1.
The following is a quantum chemistry calculation of the molecule C4H6S2 at a distorted geometry, from OMol25.

Output
- Kohn-Sham gap: 7.663 eV
- Lowest unoccupied orbital energy: -1.01 eV
- SMILES: C=C(C=S)CS
- Highest occupied orbital energy: -0.3186 Eh
- Total energy: -25913.667 eV

Last column: Mulliken charge in e.
Geometry (Å):
C1 -1.345 0.632 0.551  -0.5879
C2 0.165 0.575 0.022  0.6574
C3 0.739 1.760 -0.302  -0.9229
C4 0.884 -0.662 0.033  -0.2080
H1 -2.152 -0.603 -1.573  0.1499
H2 -1.387 0.516 1.625  0.3353
H3 -1.688 1.706 0.435  0.2942
H4 0.114 2.665 -0.299  0.2147
H5 1.755 1.877 -0.715  0.2684
H6 0.288 -1.598 -0.036  0.2955
S1 -2.505 -0.570 -0.120  -0.2469
S2 2.531 -0.580 0.041  -0.2497

2.
The following is a quantum chemistry calculation of a cluster of 2 separate species, C4H6S2 in total at a distorted geometry, from OMol25.

Output
- Kohn-Sham gap: 7.437 eV
- Lowest unoccupied orbital energy: -0.56 eV
- Highest occupied orbital energy: -0.2938 Eh
- Total energy: -25908.980 eV

Last column: Mulliken charge in e.
Geometry (Å):
C1 -3.028 2.242 -1.175  0.0191
C2 0.343 1.369 -0.491  -0.4760
C3 1.501 -1.321 0.943  -0.8245
C4 0.076 -0.953 0.608  -0.6309
S1 -3.767 2.244 -2.626  -0.0206
S2 -0.214 -0.169 -1.034  0.0182
H1 1.451 -1.768 1.892  0.3003
H2 1.967 -1.831 0.184  0.3120
H3 1.883 -0.207 1.032  0.2471
H4 -0.336 -0.117 1.096  0.4351
H5 -0.718 -1.741 0.650  0.4087
H6 0.841 2.252 -1.081  0.2116

3.
The following is a quantum chemistry calculation of the molecule C4H6S2 at a distorted geometry, from OMol25.

Output
- Kohn-Sham gap: 8.665 eV
- Lowest unoccupied orbital energy: -0.25 eV
- SMILES: C=C[C@H](S)C=S
- Highest occupied orbital energy: -0.3275 Eh
- Total energy: -25914.160 eV

Last column: Mulliken charge in e.
Geometry (Å):
C1 -0.568 0.146 0.686  0.2120
C2 -1.643 -0.774 0.160  -0.2762
C3 -1.458 -1.897 -0.530  -0.6489
C4 0.797 -0.564 0.684  -0.5033
H1 -0.311 1.336 -1.408  0.1490
H2 -0.791 0.316 1.755  0.2650
H3 -2.662 -0.430 0.383  0.2948
H4 -2.319 -2.455 -0.899  0.2573
H5 -0.463 -2.279 -0.760  0.2389
H6 0.778 -1.412 1.393  0.3642
S1 -0.628 1.755 -0.181  -0.1619
S2 2.065 -0.289 -0.223  -0.1909

4.
The following is a quantum chemistry calculation of a cluster of 2 separate species, C4H6S2 in total at a distorted geometry, from OMol25.

Output
- Kohn-Sham gap (alpha / beta): 7.938 / 7.937 eV
- Lowest unoccupied orbital energy (alpha / beta): -0.01 / -0.01 eV
- Highest occupied orbital energy (alpha / beta): -0.2920 / -0.2920 Eh
- Total energy: -25911.076 eV

Last column: Mulliken charge in e.
Geometry (Å):
C1 0.193 2.358 0.072  -0.4656
C2 0.083 1.069 0.174  -0.1674
C3 2.081 -0.040 -0.012  0.1672
C4 0.148 -2.093 -0.121  -0.8626
S1 3.233 1.076 -0.018  -0.2417
S2 1.897 -1.686 0.074  0.0204
H1 -0.571 3.097 0.321  0.2263
H2 1.029 2.806 -0.209  0.2322
H3 -0.774 0.417 0.507  0.1147
H4 -0.165 -1.608 -1.000  0.3485
H5 -0.522 -1.790 0.797  0.2405
H6 0.057 -3.083 -0.032  0.3874

5.
The following is a quantum chemistry calculation of the molecule C4H6S4 at a distorted geometry, from OMol25.

Output
- Kohn-Sham gap (alpha / beta): 6.805 / 6.806 eV
- Lowest unoccupied orbital energy (alpha / beta): -1.66 / -1.66 eV
- SMILES: C=CC(=S)C(S)(S)S
- Highest occupied orbital energy (alpha / beta): -0.3110 / -0.3110 Eh
- Total energy: -47583.132 eV

Last column: Mulliken charge in e.
Geometry (Å):
C1 -2.401 0.394 -0.114  -0.5598
C2 -1.041 0.589 -0.171  -0.2680
C3 -0.032 -0.471 -0.268  0.2734
C4 1.406 -0.020 -0.020  -0.1953
S1 -0.514 -2.216 -0.268  -0.1625
S2 1.684 0.250 1.797  -0.0686
S3 1.781 1.441 -0.986  -0.1253
S4 2.639 -1.436 -0.413  -0.1363
H1 -3.239 1.173 -0.111  0.2655
H2 -2.571 -0.664 0.089  0.1738
H3 -0.538 1.500 0.134  0.2971
H4 2.347 -0.853 2.063  0.1498
H5 3.028 1.546 -0.387  0.1839
H6 2.450 -1.545 -1.713  0.1724

6.
The following is a quantum chemistry calculation of the molecule C4H6Si at a distorted geometry, from OMol25.

Output
- Kohn-Sham gap (alpha / beta): 8.128 / 6.768 eV
- Lowest unoccupied orbital energy (alpha / beta): -0.81 / -0.41 eV
- Highest occupied orbital energy (alpha / beta): -0.3283 / -0.2637 Eh
- Total energy: -12116.425 eV

Last column: Mulliken charge in e.
Geometry (Å):
C1 2.458 0.689 0.203  -0.5137
C2 1.310 0.474 -0.363  -0.1026
C3 -0.760 -0.825 -0.024  -0.4075
C4 0.542 -0.734 -0.269  -0.0040
Si1 -2.088 0.530 -0.080  0.1018
H1 3.457 0.113 0.369  0.2639
H2 0.623 1.283 -0.510  0.2121
H3 -1.095 -1.871 -0.002  0.3528
H4 1.066 -1.724 0.005  0.2140
H5 -1.914 1.712 0.623  -0.0617
H6 -3.599 0.352 0.047  -0.0550

7.
The following is a quantum chemistry calculation of a cluster of 2 separate species, C4H7BN2O3 in total at a distorted geometry, from OMol25.

Output
- Kohn-Sham gap: 9.029 eV
- Lowest unoccupied orbital energy: -0.32 eV
- Highest occupied orbital energy: -0.3436 Eh
- Total energy: -14060.970 eV

Last column: Mulliken charge in e.
Geometry (Å):
B1 1.192 -1.502 1.041  0.6234
C1 -0.108 1.793 1.038  -0.5115
C2 -0.890 2.037 -0.977  -0.2213
C3 -0.380 0.580 0.474  0.5474
C4 -1.241 -0.433 -1.563  -1.0067
N1 -0.480 2.744 0.067  -0.5560
N2 -0.768 0.661 -0.776  0.1608
O1 1.976 -0.980 -0.032  -0.5305
O2 1.890 -2.352 1.848  -0.4893
O3 -0.137 -1.230 1.216  -0.5840
H1 0.136 2.160 1.996  0.4457
H2 -1.048 2.346 -1.979  0.4004
H3 -0.599 -0.651 -2.381  0.2870
H4 -1.374 -1.190 -0.876  0.4014
H5 -2.252 -0.231 -1.840  0.4476
H6 2.806 -0.773 0.409  0.2778
H7 1.278 -2.979 2.335  0.3077

8.
The following is a quantum chemistry calculation of the molecule C4H7BO2 at a distorted geometry, from OMol25.

Output
- Kohn-Sham gap: 9.318 eV
- Lowest unoccupied orbital energy: 0.36 eV
- SMILES: C=C(C)[C@H]1OB1O
- Highest occupied orbital energy: -0.3291 Eh
- Total energy: -9032.503 eV

Last column: Mulliken charge in e.
Geometry (Å):
B1 1.410 -0.704 -1.154  0.5932
C1 0.118 0.145 -1.035  -0.2207
C2 -0.711 0.250 0.275  0.8820
C3 -2.006 -0.097 0.406  -0.9958
C4 -0.039 0.731 1.489  -1.3689
O1 1.610 0.673 -0.915  -0.5110
O2 2.025 -1.812 -1.638  -0.4560
H1 -0.497 0.477 -1.994  0.2172
H2 -2.454 -0.054 1.389  0.2306
H3 -2.811 -0.473 -0.313  0.2467
H4 0.629 -0.042 1.861  0.2779
H5 -0.781 0.920 2.163  0.5154
H6 0.570 1.642 1.368  0.2723
H7 2.937 -1.657 -1.900  0.3170

9.
The following is a quantum chemistry calculation of a cluster of 2 separate species, C4H7BO2S in total at a distorted geometry, from OMol25.

Output
- Kohn-Sham gap (alpha / beta): 6.772 / 7.875 eV
- Lowest unoccupied orbital energy (alpha / beta): -1.19 / -0.71 eV
- Highest occupied orbital energy (alpha / beta): -0.2926 / -0.3155 Eh
- Total energy: -19865.110 eV

Last column: Mulliken charge in e.
Geometry (Å):
B1 -0.848 -0.397 1.360  0.6803
C1 1.498 0.870 0.389  -0.1708
C2 -1.880 -1.383 -1.143  -0.2498
C3 0.421 0.292 0.842  -0.2302
C4 1.565 1.610 -1.034  -1.0477
O1 -0.836 -1.784 1.547  -0.6231
O2 -1.853 0.375 1.791  -0.4787
S1 -2.307 -2.848 -0.783  -0.0711
H1 2.288 1.017 1.035  0.4097
H2 -1.959 -1.025 -2.186  0.2570
H3 2.063 1.117 -1.735  0.3510
H4 2.019 2.594 -0.962  0.3177
H5 0.488 1.659 -1.353  0.2803
H6 -0.363 -2.096 0.788  0.2707
H7 -2.747 -0.043 1.758  0.3046

10.
The following is a quantum chemistry calculation of a cluster of 2 separate species, C4H7BrF3N2 in total at a distorted geometry, from OMol25.

Output
- Net charge: +1
- Kohn-Sham gap (alpha / beta): 8.268 / 7.583 eV
- Lowest unoccupied orbital energy (alpha / beta): -5.08 / -7.19 eV
- ⟨S²⟩: 2.02
- Highest occupied orbital energy (alpha / beta): -0.4905 / -0.5428 Eh
- Multiplicity: 3
- Total energy: -85423.586 eV

Last column: Mulliken charge in e.
Geometry (Å):
C1 -0.035 0.620 -0.441  0.1027
C2 1.312 -1.074 1.654  -0.7917
C3 -1.786 -0.578 -1.410  -0.7473
C4 0.554 1.925 0.102  0.8894
N1 0.712 -1.309 0.435  -0.1740
N2 -1.106 0.638 -1.169  -0.0918
F1 0.342 3.031 -0.517  -0.1958
F2 1.815 1.720 0.516  -0.2099
F3 -0.139 2.093 1.309  -0.2393
Br1 1.682 -2.256 -0.768  0.1382
H1 0.641 -0.387 2.116  0.4200
H2 1.285 -2.117 2.124  0.3144
H3 2.389 -0.851 1.782  0.3175
H4 -2.219 -0.671 -2.347  0.3526
H5 -2.649 -0.798 -0.741  0.3354
H6 -1.091 -1.429 -1.207  0.2449
H7 -1.707 1.443 -1.439  0.3347